The following is a DFT calculation (ωB97M-V/def2-TZVPD) of C6H16NO6SSn as an isolated structure.

Element x y z (Å)
C (-1.122, -2.459, 2.785)
O (-0.099, -1.920, 1.949)
C (-0.023, -2.635, 0.716)
C (0.564, -1.856, -0.475)
N (-0.065, -0.507, -0.628)
H (-1.064, -0.616, -0.480)
H (0.374, 0.206, -0.011)
C (0.164, 0.061, -2.024)
C (-0.161, 1.548, -2.028)
O (-1.409, 1.639, -1.377)
C (-1.963, 2.955, -1.336)
H (-1.171, -1.840, 3.685)
H (-0.882, -3.453, 3.165)
H (-2.136, -2.444, 2.384)
H (-0.942, -3.145, 0.418)
H (0.656, -3.489, 0.822)
H (0.199, -2.395, -1.351)
H (1.647, -1.807, -0.429)
H (-0.578, -0.496, -2.597)
H (1.187, -0.151, -2.326)
H (-0.211, 1.889, -3.065)
H (0.660, 2.067, -1.526)
H (-1.255, 3.574, -0.783)
H (-2.968, 3.038, -0.932)
H (-2.072, 3.290, -2.372)
Sn (1.637, -0.070, 3.425)
S (2.207, 1.829, 0.819)
O (3.248, 1.723, -0.172)
O (1.303, 2.908, 0.468)
O (1.480, 0.503, 1.092)
O (2.794, 2.053, 2.183)

Total charge: +1
Energy above the lowest of the compared OMol25 structures with the same formula, charge and spin: 0.00 kcal/mol
HOMO-LUMO gap: 0.209 Eh
Spin multiplicity: 1

=====

The following is a DFT calculation (ωB97M-V/def2-TZVPD) of C22H30N3O5PRuS as an isolated structure.

Element x y z (Å)
Ru (1.199, 0.892, -0.646)
O (1.638, 0.947, 1.403)
C (1.441, 1.889, 2.253)
C (1.340, 1.530, 3.634)
C (1.202, 2.473, 4.600)
C (1.164, 3.844, 4.255)
C (1.232, 4.228, 2.944)
C (1.347, 3.284, 1.911)
C (1.371, 3.680, 0.556)
N (1.485, 2.868, -0.510)
C (1.443, 3.652, -1.635)
C (1.313, 4.953, -1.255)
N (1.275, 4.955, 0.107)
H (1.387, 0.475, 3.870)
H (1.129, 2.180, 5.639)
H (1.085, 4.595, 5.030)
H (1.202, 5.286, 2.722)
H (1.517, 3.239, -2.625)
H (1.237, 5.852, -1.843)
H (1.193, 5.778, 0.680)
S (3.331, 0.601, -1.517)
C (3.382, -1.036, -2.135)
N (3.425, -2.056, -1.251)
C (3.618, -3.339, -1.608)
C (3.771, -3.665, -2.929)
C (3.716, -2.646, -3.878)
C (3.528, -1.331, -3.480)
H (3.328, -1.821, -0.271)
H (3.666, -4.070, -0.814)
H (3.938, -4.691, -3.219)
H (3.836, -2.880, -4.927)
H (3.502, -0.525, -4.198)
C (-1.698, -1.998, 2.903)
C (-1.017, -2.129, 1.553)
C (0.468, -2.428, 1.713)
C (-1.695, -3.195, 0.707)
O (-1.159, -0.789, 0.938)
P (-0.994, -0.425, -0.574)
O (0.370, -0.938, -1.095)
O (-0.847, 1.116, -0.615)
O (-2.131, -1.007, -1.436)
C (-3.515, -0.452, -1.580)
C (-3.457, 0.625, -2.653)
C (-4.371, -1.623, -2.013)
C (-4.000, 0.131, -0.260)
H (-1.644, -2.944, 3.440)
H (-2.746, -1.731, 2.770)
H (-1.218, -1.222, 3.499)
H (0.594, -3.343, 2.291)
H (0.965, -1.606, 2.230)
H (0.929, -2.558, 0.733)
H (-1.582, -4.167, 1.185)
H (-1.260, -3.242, -0.293)
H (-2.761, -2.986, 0.606)
H (-3.149, 0.194, -3.606)
H (-2.742, 1.396, -2.366)
H (-4.440, 1.079, -2.771)
H (-3.973, -2.074, -2.921)
H (-5.386, -1.277, -2.206)
H (-4.403, -2.388, -1.236)
H (-3.342, 0.935, 0.076)
H (-4.035, -0.635, 0.516)
H (-5.002, 0.536, -0.393)

Total charge: +2
HOMO-LUMO gap (alpha / beta): 0.191 / 0.168 Eh
Spin multiplicity: 1

=====

The following is a DFT calculation (ωB97M-V/def2-TZVPD) of C5H5Br2NOS as an isolated structure.

Element x y z (Å)
C (0.249, -0.868, 1.009)
C (-0.444, 0.295, 0.356)
C (1.257, -0.266, 2.121)
C (-0.416, 0.387, -2.110)
C (-1.212, 0.032, -0.890)
N (-0.197, 1.463, 0.820)
O (0.178, -2.012, 0.681)
S (0.953, 1.484, 2.013)
Br (0.737, -0.891, 3.869)
Br (3.049, -0.726, 1.465)
H (-0.983, 0.119, -2.969)
H (0.568, -0.095, -2.066)
H (-0.217, 1.337, -2.410)
H (-1.387, -0.937, -0.963)
H (-2.134, 0.675, -0.926)

Energy above the lowest of the compared OMol25 structures with the same formula, charge and spin: 17.88 kcal/mol
HOMO-LUMO gap: 0.301 Eh
Spin multiplicity: 1